{"formula": "C15H14N4O2", "method": "ωB97M-V/def2-TZVPD", "symbols": ["C", "C", "O", "N", "C", "C", "C", "C", "C", "C", "H", "H", "H", "C", "O", "N", "N", "C", "C", "C", "C", "C", "N", "C", "H", "H", "H", "H", "H", "H", "H", "H", "H", "H", "H"], "xyz": [[5.46796, 2.87482, -0.46800], [5.35544, 1.43070, -0.11944], [6.24059, 0.83035, 0.29593], [3.95582, 1.01264, -0.30179], [3.34331, -0.37407, -0.16218], [1.89192, -0.41507, -0.17056], [1.22340, -1.67081, 0.16832], [2.03508, -2.61919, 0.30595], [3.35958, -2.47705, 0.56265], [4.08713, -1.33791, 0.43746], [5.04700, -0.98889, 0.63875], [3.88438, -3.25193, 0.89748], [1.57683, -3.76514, 0.46363], [-0.12409, -1.64843, -0.20712], [-0.63011, -2.76067, -0.83294], [-0.97794, -0.67959, 0.25191], [-2.19593, -0.80256, 0.01404], [-2.95874, 0.28814, 0.45893], [-4.25151, 0.47556, 0.13427], [-5.06745, -0.63353, -0.30906], [-6.45544, -0.59793, -0.65766], [-7.17353, 0.63187, 0.07527], [-6.42873, 1.64998, 0.56876], [-5.17728, 1.50286, 0.82120], [-4.64290, 2.46441, 0.89769], [-8.04416, 0.67405, -0.17681], [-6.95958, -1.56714, -1.04505], [-4.43989, -1.36907, -0.81392], [-2.54366, 1.16712, 0.99655], [-0.42434, 0.09744, 0.67878], [1.39995, 0.62917, -0.65319], [3.23240, 1.71052, -0.77571], [6.49112, 3.17761, -0.38516], [4.77146, 3.41859, 0.01223], [5.13192, 2.92315, -1.60120]], "forces_ev_per_angstrom": [[0.801, -1.794, -4.772], [-6.199, 3.008, -1.922], [3.609, -3.863, 1.885], [-1.597, -0.629, -1.293], [-2.269, 5.417, 0.882], [1.414, 2.125, -1.339], [-0.934, 9.662, -3.217], [1.447, -10.314, 2.542], [0.956, 0.936, -0.113], [-1.806, 0.615, -1.358], [1.867, -0.864, 0.686], [1.718, -3.562, 1.316], [1.218, 3.229, -0.565], [-5.853, -8.132, -2.675], [2.602, 6.001, 2.968], [7.083, -0.254, 0.551], [-7.610, 5.203, 1.135], [5.933, -2.479, -0.858], [-9.169, -0.915, 2.454], [0.150, 0.760, -3.201], [0.026, 2.067, 4.433], [13.069, -3.821, -1.018], [-3.603, -1.728, 0.258], [5.357, -0.033, -3.893], [-0.196, -0.222, 1.221], [-10.261, 1.395, -1.955], [0.697, 2.175, 0.530], [-0.354, -0.594, 0.442], [0.633, -0.799, -0.205], [-1.467, -0.202, -0.117], [0.876, -3.230, 1.584], [2.658, -1.904, 1.431], [0.325, 0.440, 0.202], [-2.035, 2.145, 1.982], [0.912, 0.159, 1.998]], "homo_energy_ev": -7.96, "de_lowest_kcal_mol": 224.0, "lumo_energy_ev": -1.23, "energy_ev": -25828.14849, "orbital_gap_ev": 6.733, "total_charge": 0, "smiles": "CC(=O)Nc1cccc(C(=O)N/N=C/c2cccnc2)c1"}

---

{"formula": "C15H14N4O2S2", "method": "ωB97M-V/def2-TZVPD", "symbols": ["C", "H", "O", "C", "C", "C", "C", "C", "C", "H", "H", "H", "N", "C", "N", "C", "C", "H", "H", "S", "C", "C", "O", "N", "C", "N", "C", "C", "S", "H", "H", "H", "H", "H", "H", "H", "H"], "xyz": [[-0.97496, -1.39595, 2.92655], [0.10213, -1.20864, 2.86591], [-1.69074, -0.20993, 3.17885], [-1.67699, 0.76693, 2.23784], [-0.94870, 0.70819, 1.05722], [-1.01552, 1.76086, 0.15167], [-1.78246, 2.88405, 0.42375], [-2.49316, 2.94270, 1.61190], [-2.44912, 1.89894, 2.51108], [-3.00379, 1.93047, 3.43477], [-3.09349, 3.81229, 1.83134], [-1.83102, 3.69232, -0.28904], [-0.27238, 1.69235, -1.03915], [-0.12673, 0.64207, -1.89422], [0.66083, 0.92305, -2.89774], [1.06732, 2.20535, -2.69573], [0.49530, 2.70574, -1.56650], [0.58033, 3.65599, -1.08187], [1.74034, 2.67614, -3.38310], [-0.96639, -0.87870, -1.70570], [0.06867, -1.89215, -2.82198], [0.33258, -3.23089, -2.19779], [-0.06790, -4.27429, -2.65245], [1.05696, -3.25478, -1.01903], [1.69059, -2.25133, -0.34822], [1.87906, -1.04703, -0.74971], [2.53700, -0.29954, 0.16872], [2.87256, -0.94097, 1.31344], [2.34206, -2.58439, 1.26447], [3.39294, -0.56473, 2.16959], [2.74660, 0.72815, -0.06438], [1.13215, -4.18018, -0.61123], [0.97788, -1.31066, -2.97306], [-0.46619, -2.03579, -3.75987], [-0.32448, -0.13711, 0.82415], [-1.31402, -1.88013, 2.00529], [-1.17726, -2.04842, 3.77420]], "forces_ev_per_angstrom": [[0.175, -0.201, -0.028], [-0.058, -0.005, -0.042], [-0.201, 0.326, 0.035], [-0.096, 0.242, -0.090], [0.069, -0.164, 0.123], [-0.470, 0.177, 0.644], [0.139, -0.083, -0.227], [0.063, -0.087, 0.077], [0.043, -0.187, 0.087], [-0.078, 0.005, 0.117], [-0.058, 0.068, 0.027], [-0.009, 0.051, -0.095], [0.257, -0.205, -0.447], [0.003, -0.176, -0.367], [-0.225, -0.401, -0.030], [-0.078, 0.304, 0.281], [0.356, 0.361, -0.219], [-0.011, 0.173, 0.126], [0.134, 0.220, -0.070], [-0.312, -0.341, -0.141], [-0.381, 0.382, -0.068], [-0.037, 0.144, -0.048], [-0.109, -0.115, -0.142], [-0.022, -0.764, 0.177], [0.597, 0.169, 1.076], [-0.231, -0.401, -0.792], [0.301, -0.020, 0.719], [-0.037, -0.034, -0.035], [-0.201, 0.335, -0.611], [0.144, 0.130, 0.167], [0.084, 0.224, 0.036], [-0.076, 0.140, -0.220], [-0.009, -0.104, -0.061], [0.172, -0.082, 0.089], [0.094, -0.103, 0.022], [0.033, 0.018, 0.006], [0.033, 0.005, -0.076]], "homo_energy_ev": -8.10, "de_lowest_kcal_mol": 0.0, "lumo_energy_ev": 0.41, "energy_ev": -47508.09015, "orbital_gap_ev": 8.502, "total_charge": 0, "smiles": "COc1cccc(-n2ccnc2SCC(=O)Nc2nccs2)c1"}